Arrangement a

Below is a 2-piece molecular cluster, C5H8 overall, with properties calculated with the ωB97M-V functional and the def2-TZVPD basis.

The geometry in ORCA input format:
```
! wB97M-V def2-TZVPD RIJCOSX def2/J DEFGRID3
* xyz 0 1
C -0.5657 -1.5880 0.4332
C -1.2475 -0.5942 -0.1285
C -0.8977 0.2402 -1.2933
H 0.4227 -2.0209 0.0836
H -0.9488 -1.9963 1.3187
H -2.1788 -0.2075 0.1583
H 0.0425 -0.1469 -1.5122
H -1.6695 -0.0575 -2.0969
H -0.7910 1.3192 -1.0814
C 2.4772 1.5499 1.2444
C 1.5647 0.8082 0.9782
H 3.1583 2.3184 1.2483
H 0.6338 0.3754 0.6476
*
```

The calculation puts the orbital gap at 11.010 eV.

---

Arrangement b

Below is one molecule with the formula C5H8, with properties calculated with the ωB97M-V functional and the def2-TZVPD basis.

The geometry in ORCA input format:
```
! wB97M-V def2-TZVPD RIJCOSX def2/J DEFGRID3
* xyz 0 1
C -1.7975 0.4627 0.0439
C -0.5489 -0.8705 -0.1783
C 0.7114 -0.1839 0.3974
C 2.1369 -0.2518 0.0002
C 1.5174 0.8842 -0.2000
H -2.3487 0.4477 -0.8118
H -1.1922 1.2902 0.1705
H -2.2645 0.0239 0.9427
H -0.4219 -1.0024 -1.2042
H -0.9834 -1.6808 0.2780
H 0.6325 0.0065 1.4051
H 2.9789 -0.9359 -0.2284
H 1.5799 1.8102 -0.6150
*
```

The calculation puts the orbital gap at 10.381 eV.

---

Arrangement c

Below is one molecule with the formula C5H8, with properties calculated with the ωB97M-V functional and the def2-TZVPD basis.

The geometry in ORCA input format:
```
! wB97M-V def2-TZVPD RIJCOSX def2/J DEFGRID3
* xyz 0 1
C -1.4665 -0.0179 -0.6865
C -0.7364 0.6700 0.4819
C 0.4044 -0.1712 0.9546
C 1.5130 -0.4733 0.2230
C 2.2765 -0.2041 -0.8974
H -0.7625 -0.2120 -1.5035
H -1.8946 -0.9808 -0.3814
H -2.2771 0.6120 -1.0667
H -0.3688 1.6479 0.1496
H -1.4332 0.8245 1.3116
H 0.2267 -0.8180 1.8140
H 1.5761 -1.5541 0.4399
H 2.9425 0.6768 -0.8390
*
```

The calculation puts the orbital gap (alpha / beta) at 7.671 / 7.710 eV.

---

Arrangement d

Below is C5H8 as an isolated structure, with properties calculated with the ωB97M-V functional and the def2-TZVPD basis.

The geometry in ORCA input format:
```
! wB97M-V def2-TZVPD RIJCOSX def2/J DEFGRID3
* xyz 0 1
C 0.3668 0.4816 0.1864
C 1.5797 -0.3198 0.2883
C -0.8729 -0.4816 0.9814
C -1.5793 -0.1009 -0.0715
C -0.5458 0.3850 -1.0354
H 2.2635 0.1672 -0.4052
H 0.5844 1.5588 0.4058
H 1.3445 -1.3451 -0.0105
H 1.9159 -0.2674 1.3310
H -1.3799 -1.0623 1.8021
H -2.6300 0.0827 -0.1415
H -0.2285 -0.3893 -1.7501
H -0.8183 1.2910 -1.5809
*
```

The calculation puts the orbital gap at 9.866 eV.

---

Quick ranking, most stable first: arrangement d, arrangement a, arrangement b, arrangement c.